1.
88
Properties=species:S:1:pos:R:3:forces:R:3 method="wB97M-V/def2-TZVPD" s2=0.79 multiplicity=2 homo_lumo_gap_ev="6.7115 / 5.7983" charge=-1
Cd 1.603066 1.084968 1.128747 0.05 0.06 -0.45
O -0.258244 2.401071 2.160920 -0.14 -0.19 -0.13
C -0.102036 2.157318 3.558958 -0.01 0.04 0.08
C 1.345712 2.428328 3.919995 -0.03 0.00 0.01
N 2.276461 1.422960 3.376111 0.02 -0.07 0.00
C 3.606455 2.014052 3.180019 0.00 0.03 0.04
C 3.675818 2.997065 1.983433 0.05 0.00 0.05
O 4.393961 3.974698 2.109785 0.02 0.00 0.01
O 3.000760 2.687130 0.932345 -0.17 -0.08 0.03
C 2.312235 0.261092 4.263431 -0.05 -0.07 0.06
C 3.066413 -1.006508 3.845026 0.11 0.01 0.06
O 3.660291 -1.605692 4.708719 -0.01 0.10 -0.11
O 3.281233 -0.661450 1.417647 -0.07 0.02 0.38
H -0.966786 1.825082 1.803615 0.10 0.14 0.09
H -0.401094 1.131585 3.793827 0.02 0.01 -0.02
H -0.733805 2.851563 4.123444 0.00 -0.03 0.00
H 1.454849 2.486798 5.012042 0.00 0.02 -0.01
H 1.622553 3.400854 3.507152 0.00 -0.01 -0.01
H 4.317767 1.210213 2.976709 0.01 0.01 0.00
H 3.942989 2.541922 4.078681 0.00 0.00 -0.02
H 1.284121 -0.076899 4.437452 0.00 0.02 -0.03
H 2.748218 0.534576 5.233808 -0.03 -0.01 -0.01
C 1.331130 -2.181648 -1.843642 -0.04 -0.01 -0.01
C 2.524668 -1.387950 -2.229871 0.11 0.10 0.04
C 2.669263 -0.670619 -3.385113 0.01 -0.07 0.00
C 3.860227 0.060792 -3.556164 -0.04 -0.01 -0.04
N 4.842765 0.074700 -2.679540 -0.03 0.02 0.01
C 4.705907 -0.616928 -1.525643 0.09 -0.05 -0.03
S 5.896814 -0.633185 -0.337807 -0.03 0.00 0.02
N 3.550268 -1.340187 -1.347490 -0.13 0.02 0.03
C 4.039153 0.908697 -4.779568 0.01 -0.02 0.00
H 0.621698 -2.236387 -2.667484 0.00 0.01 0.00
H 0.853489 -1.702170 -0.973771 0.03 0.01 0.00
H 1.625816 -3.188489 -1.540414 0.01 -0.02 -0.02
H 1.884199 -0.665426 -4.126841 0.02 0.01 0.03
H 3.426858 -1.775223 -0.438227 0.02 0.04 -0.03
H 3.603065 0.435012 -5.659045 0.00 0.00 0.00
H 5.095144 1.109059 -4.940043 0.00 0.00 0.00
H 3.529089 1.862280 -4.626195 0.00 0.02 0.00
C -8.331985 0.952982 -1.477995 -0.03 0.00 -0.01
C -6.894504 0.734501 -1.089829 0.01 -0.01 0.01
C -5.935727 1.712922 -1.297423 0.00 -0.02 -0.05
C -4.597815 1.512164 -0.961746 -0.01 0.01 -0.03
C -3.634411 2.644949 -1.207908 0.01 0.03 0.03
C -4.185780 0.296915 -0.399368 0.00 0.14 0.04
Te -2.101380 -0.031613 0.290124 -0.15 -0.12 -0.04
N 0.344331 -0.560757 0.767264 0.15 0.31 -0.02
C 0.315611 -1.093067 1.979956 0.12 -0.12 0.15
O -0.593538 -1.022257 2.842711 0.00 0.09 0.04
C 1.472569 -2.032335 2.329571 -0.09 -0.11 -0.10
C 2.927615 -1.634970 2.411962 0.01 -0.03 0.03
C 3.859024 -2.805922 2.307936 -0.01 -0.02 0.00
C 3.446439 -4.072015 2.510123 0.02 0.02 -0.03
C 2.076987 -4.351598 2.759054 0.00 -0.02 0.01
C 1.135482 -3.332137 2.631210 -0.03 0.01 -0.04
C -1.560856 -0.049989 -1.778695 0.08 -0.03 0.01
C -2.227374 -1.004725 -2.549661 0.00 -0.04 0.02
C -2.023463 -1.118060 -3.913575 -0.02 -0.01 -0.02
C -1.143926 -0.250810 -4.547281 0.00 0.00 0.01
C -0.486652 0.706370 -3.796655 0.02 -0.02 0.01
C -0.664470 0.816517 -2.414227 -0.08 0.04 -0.03
C 0.108733 1.889257 -1.702732 0.01 -0.05 0.10
C -5.155780 -0.692866 -0.174569 0.02 -0.04 0.00
C -4.808011 -2.034638 0.425729 0.00 -0.03 0.02
C -6.483797 -0.464803 -0.524456 -0.01 0.03 0.02
H -8.529222 2.006078 -1.679394 0.00 0.01 0.00
H -9.009865 0.626810 -0.687479 0.00 0.00 0.01
H -8.587826 0.389827 -2.378711 0.00 0.00 -0.01
H -6.232856 2.661583 -1.734940 -0.01 0.01 -0.01
H -4.054566 3.360107 -1.916502 -0.01 0.02 0.02
H -2.686374 2.289540 -1.606176 -0.02 0.00 -0.03
H -3.413151 3.178374 -0.279428 0.02 -0.03 0.01
H 4.255174 -0.591300 1.334126 0.01 -0.06 -0.20
H 4.898882 -2.575860 2.108570 0.02 0.01 0.03
H 4.163231 -4.883073 2.470639 0.00 0.00 0.00
H 1.760342 -5.361637 2.980299 -0.01 -0.01 -0.01
H 0.078809 -3.553361 2.720856 0.00 -0.02 0.00
H -2.933549 -1.668669 -2.066191 0.01 0.00 0.01
H -2.560395 -1.869660 -4.478900 0.00 -0.01 -0.01
H -0.982637 -0.311621 -5.616586 0.00 0.00 -0.01
H 0.183146 1.405788 -4.286722 0.01 -0.01 0.00
H 0.297753 2.737533 -2.360525 -0.02 0.02 0.00
H 1.088576 1.502748 -1.403716 0.02 0.03 0.03
H -0.420913 2.244188 -0.816545 0.05 -0.02 0.04
H -4.169036 -1.942708 1.302553 -0.02 0.01 0.01
H -4.261423 -2.656308 -0.288438 0.03 0.01 0.01
H -5.713981 -2.570648 0.711814 -0.01 -0.01 -0.02
H -7.217933 -1.244800 -0.343130 -0.01 -0.01 0.00



2.
90
Properties=species:S:1:pos:R:3:forces:R:3 method="wB97M-V/def2-TZVPD" s2=8.78 multiplicity=6 homo_lumo_gap_ev="5.1995 / 4.8261"
Ir 2.453335 1.476854 -0.827697 0.80 0.49 1.01
C 0.145504 0.652298 1.062665 -0.09 -0.07 0.00
N 1.478519 1.260208 1.266738 0.22 0.07 -0.85
C 1.273294 2.600081 1.884500 -0.12 0.10 0.07
C 2.452607 3.539423 1.762489 0.02 -0.01 0.04
N 2.627490 3.962699 0.373427 0.06 0.00 0.01
C 3.933623 4.578050 0.134383 0.03 0.00 0.02
C 1.550254 4.803034 -0.074327 -0.07 0.03 -0.07
C 1.389323 6.086106 0.437698 0.00 0.04 -0.03
C 0.364003 6.905739 -0.003123 0.01 0.02 0.02
C -0.519179 6.441649 -0.969768 0.00 -0.01 0.00
C -0.374776 5.164951 -1.478223 0.00 -0.04 0.00
C 0.654605 4.329510 -1.032830 0.07 -0.10 0.21
S 0.716255 2.706786 -1.708359 0.16 -0.29 -0.45
C 2.331757 0.422812 2.118058 0.07 -0.14 0.10
C 1.781805 -0.293305 3.176007 -0.05 0.08 0.00
C 2.578081 -1.082375 3.988195 -0.05 0.01 0.03
C 3.941346 -1.152076 3.747368 0.05 0.00 0.02
C 4.493954 -0.439059 2.700949 0.05 0.04 0.01
C 3.701928 0.358033 1.872536 -0.07 0.01 -0.06
S 4.460031 1.218783 0.545884 0.00 -0.10 -0.35
H -0.447029 0.663689 1.981301 0.04 0.00 0.02
H 0.263031 -0.371306 0.715876 0.01 0.01 -0.02
H -0.377469 1.223388 0.301725 0.01 -0.01 0.01
H 1.013833 2.460077 2.938647 0.02 -0.05 -0.01
H 0.409404 3.049038 1.389376 0.00 -0.02 -0.01
H 3.372330 3.055962 2.089915 -0.01 -0.02 -0.01
H 2.275868 4.397178 2.426555 -0.01 0.01 -0.01
H 4.087722 5.481744 0.736581 -0.01 0.00 0.00
H 4.016089 4.841546 -0.919340 -0.01 0.01 0.00
H 4.711040 3.857430 0.379781 -0.01 0.01 0.00
H 2.082374 6.449407 1.186675 0.00 0.01 0.00
H 0.257280 7.903785 0.400779 0.00 0.00 0.00
H -1.318724 7.076888 -1.327422 0.00 0.00 0.00
H -1.057515 4.793724 -2.232261 0.00 0.01 -0.01
H 0.719932 -0.247369 3.373557 0.00 -0.01 0.01
H 2.131901 -1.643919 4.797712 -0.01 0.00 -0.01
H 4.573829 -1.773587 4.367545 0.00 0.00 -0.01
H 5.554215 -0.503885 2.492970 0.00 0.00 -0.01
S 7.153636 -2.731422 -4.355621 0.69 -0.54 -0.45
C 6.000274 -1.775799 -3.591966 -0.81 0.59 0.48
S 5.948388 -0.057274 -3.782067 0.06 0.30 -0.06
C 4.565530 0.193780 -2.766328 0.07 -0.69 0.06
C 4.021887 -0.927804 -2.172907 0.36 0.18 -0.31
S 2.646452 -0.910753 -1.161162 -0.29 0.21 0.01
S 4.802516 -2.432882 -2.528848 -0.14 -0.12 0.16
S 3.952309 1.780981 -2.565405 -0.79 0.14 0.57
C -5.140476 -1.946750 1.343758 0.00 0.00 0.00
C -4.770134 -1.045398 0.159416 0.02 0.00 -0.01
C -6.031091 -0.268611 -0.245006 0.01 0.00 -0.01
C -3.737025 -0.015345 0.632024 -0.01 0.00 0.02
C -4.259559 -1.914626 -1.040733 0.02 0.00 0.01
O -5.384576 -2.589715 -1.626945 -0.01 0.01 0.01
C -3.260156 -3.029787 -0.669168 -0.01 0.00 -0.01
C -1.973733 -2.709559 0.094681 0.00 -0.01 0.01
C -0.940492 -3.815299 0.046283 0.00 0.00 0.00
C 0.398126 -3.498253 0.261895 0.00 0.00 -0.01
C 1.388612 -4.464898 0.242230 0.01 0.01 0.01
C 1.033070 -5.782983 0.009183 0.00 0.00 0.00
Cl 2.262803 -7.012160 -0.021543 0.00 0.00 0.00
C -0.287690 -6.131644 -0.207243 0.00 0.00 -0.01
C -1.265756 -5.146171 -0.189272 -0.01 0.00 0.01
C -3.769726 -1.058846 -2.241846 0.00 -0.02 -0.02
N -2.336047 -0.904660 -2.386685 0.00 -0.03 0.05
C -1.537563 0.094619 -1.985854 0.02 -0.05 -0.03
N -0.273518 -0.212243 -2.182050 -0.27 -0.04 -0.21
C -0.354775 -1.445818 -2.747501 0.01 0.02 0.08
N -1.578747 -1.904009 -2.890061 -0.03 -0.01 -0.01
H -5.560473 -1.338278 2.146426 -0.01 0.00 0.00
H -4.279481 -2.478323 1.748915 -0.01 0.00 0.00
H -5.902055 -2.683251 1.074924 0.00 0.00 0.00
H -6.394956 0.294254 0.616800 0.01 0.01 0.00
H -6.823130 -0.932924 -0.583097 -0.01 0.00 0.01
H -5.837303 0.451893 -1.041502 0.00 -0.01 -0.01
H -4.151482 0.539257 1.476840 0.00 -0.01 0.01
H -3.519643 0.716626 -0.146032 -0.01 0.01 0.00
H -2.800336 -0.463272 0.958300 0.01 0.00 -0.02
H -5.721134 -3.230458 -0.991629 0.00 0.00 0.00
H -2.996996 -3.516848 -1.609254 0.00 0.00 0.00
H -3.830565 -3.764665 -0.092003 0.01 -0.01 -0.01
H -2.200907 -2.507961 1.146443 -0.01 0.00 -0.01
H -1.502440 -1.804248 -0.287804 0.01 0.00 0.00
H 0.687708 -2.468367 0.433169 0.00 0.00 -0.01
H 2.424926 -4.195109 0.395634 0.00 0.00 0.00
H -0.547819 -7.164116 -0.395766 0.00 0.00 0.00
H -2.292339 -5.435043 -0.373173 0.00 0.00 0.00
H -4.201106 -0.060470 -2.216172 -0.01 0.00 0.00
H -4.127058 -1.556769 -3.140223 0.01 0.00 -0.01
H -1.907755 1.022376 -1.580759 0.00 0.01 0.01
H 0.509899 -2.014986 -3.047849 0.00 0.00 -0.01



Q: Which energy above the lowest of the compared OMol25 structures with the same formula, charge and spin values were calculated for the entries above? A: 70.2 17.9, in kcal/mol.